(1)
This record from the Open Molecules 2025 dataset describes a structure of composition C28H54AlP2. The level of theory is ωB97M-V/def2-TZVPD.

Positions of all 85 atoms, in Å:
Al1 0.724 0.112 0.565
C1 1.221 -2.043 -1.124
C2 0.838 -1.337 -2.273
C3 2.290 0.045 -1.129
C4 2.154 -1.235 -0.376
C5 1.481 -0.069 -2.291
C6 0.959 -3.481 -0.864
H1 -0.068 -3.766 -1.137
H2 1.103 -3.722 0.196
H3 1.636 -4.128 -1.440
C7 3.316 -1.894 0.307
H4 2.972 -2.642 1.030
H5 3.975 -1.192 0.821
H6 3.926 -2.421 -0.445
C8 3.490 0.943 -1.081
H7 4.092 0.816 -1.997
H8 4.162 0.728 -0.241
H9 3.200 2.001 -1.019
C9 1.527 0.814 -3.472
H10 2.192 0.393 -4.241
H11 1.899 1.811 -3.227
H12 0.534 0.921 -3.923
C10 0.081 -1.919 -3.411
H13 0.715 -2.585 -4.017
H14 -0.300 -1.141 -4.074
H15 -0.770 -2.510 -3.057
C11 -2.937 -0.299 -0.485
C12 -2.541 -1.327 -1.250
C13 -3.282 -1.707 -2.500
C14 -3.047 -0.833 -3.774
C15 -2.241 0.431 -3.598
C16 -2.689 1.429 -2.819
C17 -4.037 1.359 -2.159
C18 -4.153 0.498 -0.865
H16 -4.367 -1.714 -2.304
H17 -4.044 -0.574 -4.175
H18 -3.015 -2.745 -2.758
H19 -5.009 -0.188 -1.005
H20 -2.484 -0.069 0.483
H21 -1.739 -2.006 -0.952
H22 -4.433 1.165 -0.034
H23 -4.356 2.384 -1.914
H24 -2.211 2.412 -2.818
H25 -4.778 0.964 -2.879
H26 -2.565 -1.464 -4.535
H27 -1.425 0.577 -4.312
P1 -0.467 -1.450 2.257
C19 0.642 -2.506 3.280
H28 0.039 -3.109 3.976
H29 1.359 -1.909 3.859
H30 1.204 -3.186 2.620
C20 -1.464 -0.524 3.491
H31 -1.670 -1.153 4.368
H32 -2.415 -0.210 3.035
H33 -0.922 0.370 3.816
C21 -1.650 -2.703 1.652
H34 -2.486 -2.212 1.136
H35 -2.037 -3.307 2.485
H36 -1.142 -3.363 0.936
P2 -0.097 2.409 0.403
C22 0.051 3.025 -1.301
H37 -0.444 4.000 -1.400
H38 -0.427 2.313 -1.994
H39 1.108 3.128 -1.579
C23 -1.867 2.617 0.770
H40 -2.485 2.296 -0.080
H41 -2.073 3.672 0.996
H42 -2.133 2.010 1.644
C24 0.716 3.707 1.398
H43 0.210 4.671 1.226
H44 1.770 3.800 1.104
H45 0.663 3.462 2.465
C25 1.477 1.131 4.427
C26 2.430 1.347 3.257
C27 3.875 1.161 3.767
C28 2.170 0.490 2.002
H46 1.385 0.074 4.705
H47 0.481 1.541 4.239
H48 1.876 1.659 5.310
H49 2.334 2.401 2.961
H50 4.072 0.120 4.061
H51 4.609 1.450 3.006
H52 4.034 1.801 4.651
H53 2.995 0.752 1.326
H54 2.281 -0.566 2.303

## Properties
* highest occupied orbital energy: -10.1 eV
* charge: +1
* relative energy (zero: lowest compared OMol25 entry of this formula, charge and spin): 0.0000 eV

---

(2)
This record from the Open Molecules 2025 dataset describes a cluster of 3 separate species, C28H54BBrNO14P2 in total. The level of theory is ωB97M-V/def2-TZVPD.

Positions of all 101 atoms, in Å:
C1 -5.646 -3.684 0.962
C2 -4.132 -3.988 1.083
C3 -3.289 -2.688 1.148
C4 -2.315 -2.625 -0.040
C5 -3.033 -2.498 -1.413
C6 -1.205 -1.590 0.103
C7 0.109 -1.844 -0.314
C8 0.542 -3.135 -0.970
O1 1.578 -3.658 -0.685
O2 -0.358 -3.611 -1.852
O3 0.296 -4.211 -2.969
C9 0.315 -5.636 -2.820
C10 -0.958 -6.264 -2.209
C11 -0.570 -6.878 -0.841
C12 -1.451 -7.397 -3.159
C13 -2.499 -6.868 -4.145
C14 -3.479 -7.976 -4.633
C15 -1.837 -6.204 -5.377
C16 1.112 -0.903 -0.133
C17 0.822 0.315 0.429
C18 1.926 1.334 0.567
C19 2.012 2.116 -0.744
O4 1.380 3.097 -0.935
Br1 3.187 1.380 -2.094
N1 -0.447 0.580 0.802
B1 -0.839 1.965 1.402
O5 -0.292 2.258 2.603
C20 -1.822 2.918 0.682
C21 -2.968 3.312 1.664
C22 -1.425 -0.336 0.657
O6 -2.638 0.088 1.064
H1 -5.837 -2.723 0.480
H2 -6.121 -3.658 1.940
H3 -6.106 -4.434 0.319
H4 -4.003 -4.568 1.994
H5 -3.860 -4.578 0.208
H6 -2.722 -2.634 2.082
H7 -3.996 -1.866 1.065
H8 -1.793 -3.585 -0.042
H9 -4.110 -2.549 -1.258
H10 -2.737 -1.566 -1.891
H11 -2.762 -3.311 -2.080
H12 1.213 -5.965 -2.292
H13 0.428 -6.013 -3.837
H14 -1.790 -5.568 -2.123
H15 -0.166 -7.873 -1.033
H16 0.263 -6.311 -0.419
H17 -1.400 -6.898 -0.138
H18 -1.967 -8.101 -2.502
H19 -0.616 -7.876 -3.671
H20 -3.129 -6.088 -3.712
H21 -3.433 -8.874 -4.019
H22 -3.277 -8.178 -5.683
H23 -4.498 -7.595 -4.565
H24 -0.950 -6.753 -5.694
H25 -1.581 -5.172 -5.122
H26 -2.553 -6.144 -6.196
H27 2.126 -1.127 -0.432
H28 1.843 1.983 1.434
H29 2.855 0.775 0.685
H30 0.111 1.470 2.991
H31 -1.287 3.805 0.336
H32 -2.287 2.439 -0.179
H33 -2.970 4.383 1.865
H34 -2.858 2.836 2.639
H35 -3.941 3.061 1.249
H36 -2.816 -0.171 1.979
C23 10.723 3.164 -1.633
O7 9.511 3.554 -0.971
P1 8.684 2.384 -0.222
O8 9.604 1.777 0.746
O9 8.464 1.460 -1.566
C24 7.993 2.044 -2.785
O10 7.222 2.015 0.410
C25 6.015 2.250 -0.326
H37 11.530 3.768 -1.226
H38 10.951 2.111 -1.493
H39 10.618 3.374 -2.698
H40 8.683 1.781 -3.586
H41 7.927 3.131 -2.725
H42 7.009 1.638 -3.022
H43 5.826 1.404 -0.984
H44 6.064 3.169 -0.908
H45 5.195 2.329 0.386
C26 -0.883 6.477 3.468
O11 -1.955 6.444 4.435
P2 -3.038 7.701 4.293
O12 -3.372 7.414 2.864
O13 -1.829 8.817 4.466
C27 -1.065 8.874 5.678
O14 -4.150 8.930 4.427
C28 -4.164 9.811 5.565
H46 -0.899 5.539 2.914
H47 -0.960 7.301 2.768
H48 0.061 6.556 4.010
H49 -0.006 8.820 5.426
H50 -1.304 8.056 6.358
H51 -1.258 9.823 6.179
H52 -3.454 10.621 5.404
H53 -3.926 9.289 6.490
H54 -5.163 10.232 5.648

## Properties
* highest occupied orbital energy: -11.3 eV
* charge: +1

---

(3)
This record from the Open Molecules 2025 dataset describes a cluster of 6 separate species, C28H54FNO6 in total. The level of theory is ωB97M-V/def2-TZVPD.

Positions of all 90 atoms, in Å:
C1 2.940 0.064 -0.262
C2 2.109 -0.563 -1.529
C3 0.592 -1.081 -1.179
F1 -0.040 -1.432 -2.505
C4 -0.319 -0.030 -0.310
C5 -0.311 1.567 -0.701
O1 0.675 2.409 -1.022
N1 -1.792 2.002 -0.695
C6 -2.496 0.736 -1.226
C7 -1.946 -0.372 -0.135
C8 -2.296 -1.961 -0.339
H1 2.269 0.445 0.618
H2 3.596 0.966 -0.688
H3 3.716 -0.767 0.099
H4 2.011 0.176 -2.456
H5 2.697 -1.519 -1.937
H6 0.681 -2.070 -0.517
H7 0.039 -0.171 0.811
H8 -2.085 2.263 0.292
H9 -1.817 0.520 -2.183
H10 -3.640 0.798 -1.463
H11 -2.427 -0.028 0.901
H12 -3.360 -2.169 0.143
H13 -2.254 -2.259 -1.491
H14 -1.503 -2.681 0.187
C9 2.237 6.867 -1.478
C10 1.948 5.404 -1.261
C11 3.330 4.841 -1.013
O2 4.100 5.884 -0.398
C12 3.370 7.114 -0.506
H15 1.375 7.516 -1.302
H16 2.584 7.029 -2.505
H17 1.327 5.278 -0.366
H18 1.437 4.927 -2.102
H19 3.824 4.572 -1.953
H20 3.314 3.962 -0.363
H21 2.989 7.365 0.491
H22 4.040 7.912 -0.835
C13 -2.635 5.136 -2.871
C14 -2.997 6.586 -2.677
C15 -4.452 6.608 -3.092
O3 -4.994 5.317 -2.778
C16 -3.910 4.434 -2.459
H23 -1.766 4.819 -2.290
H24 -2.428 4.944 -3.931
H25 -2.907 6.852 -1.617
H26 -2.378 7.276 -3.256
H27 -4.555 6.759 -4.172
H28 -5.024 7.383 -2.575
H29 -3.932 4.254 -1.378
H30 -4.049 3.479 -2.974
C17 -7.847 -0.923 -0.679
C18 -8.136 -2.386 -0.462
C19 -6.753 -2.949 -0.214
O4 -5.984 -1.906 0.402
C20 -6.714 -0.676 0.294
H31 -8.708 -0.274 -0.503
H32 -7.499 -0.761 -1.706
H33 -8.757 -2.512 0.433
H34 -8.646 -2.863 -1.303
H35 -6.260 -3.218 -1.154
H36 -6.769 -3.828 0.436
H37 -7.094 -0.425 1.290
H38 -6.044 0.122 -0.036
C21 6.154 -4.656 1.552
C22 6.779 -4.674 0.181
C23 5.786 -3.870 -0.630
O5 5.193 -2.918 0.264
C24 5.551 -3.270 1.608
H39 6.864 -4.845 2.361
H40 5.360 -5.411 1.608
H41 7.745 -4.158 0.208
H42 6.939 -5.680 -0.216
H43 4.985 -4.505 -1.022
H44 6.256 -3.345 -1.467
H45 6.282 -2.534 1.962
H46 4.668 -3.221 2.250
C25 2.252 -6.443 5.227
C26 1.747 -5.033 5.393
C27 2.813 -4.229 4.681
O6 3.335 -5.063 3.638
C28 2.859 -6.401 3.842
H47 1.473 -7.204 5.327
H48 3.031 -6.649 5.970
H49 0.786 -4.920 4.878
H50 1.613 -4.734 6.436
H51 3.639 -3.979 5.354
H52 2.421 -3.303 4.250
H53 2.107 -6.608 3.072
H54 3.685 -7.108 3.723

## Properties
* highest occupied orbital energy: -9.1 eV
* charge: 0
* structure (SMILES): CC[C@H](F)[C@H]1C(=O)NC[C@H]1C.C1CCOC1.C1CCOC1.C1CCOC1.C1CCOC1.C1CCOC1
* relative energy (zero: lowest compared OMol25 entry of this formula, charge and spin): 4.3695 eV

---

(4)
This record from the Open Molecules 2025 dataset describes a cluster of 4 separate species, C28H54N2O13S in total. The level of theory is ωB97M-V/def2-TZVPD.

Positions of all 98 atoms, in Å:
C1 0.905 4.919 -2.058
O1 -0.019 4.756 -0.899
C2 -1.394 4.471 -1.385
C3 -1.486 3.034 -2.235
C4 -2.668 2.040 -1.683
C5 -2.986 0.741 -2.627
N1 -3.762 0.924 -3.931
C6 -4.153 -0.526 -4.286
O2 -5.338 -1.038 -4.623
C7 -2.677 -1.262 -4.061
C8 -1.906 -1.653 -5.453
C9 -1.864 -0.444 -6.577
C10 -2.274 -0.964 -8.100
C11 -0.932 -0.701 -9.054
O3 0.166 -1.578 -8.528
C12 1.302 -1.584 -9.485
C13 2.538 -2.654 -9.279
O4 1.338 -0.773 -10.546
C14 -1.839 -0.398 -2.899
S1 -0.158 0.084 -3.568
C15 -1.611 -1.203 -1.471
C16 -0.082 -1.086 -0.874
N2 -0.133 -1.724 0.528
H1 0.325 5.162 -3.049
H2 1.802 5.641 -1.849
H3 1.386 3.840 -2.221
H4 -2.170 4.492 -0.478
H5 -1.652 5.353 -2.142
H6 -0.455 2.485 -1.992
H7 -1.516 3.229 -3.402
H8 -2.508 1.717 -0.545
H9 -3.668 2.692 -1.665
H10 -3.786 0.129 -1.987
H11 -4.656 1.341 -3.592
H12 -2.923 -2.325 -3.600
H13 -0.833 -2.145 -5.278
H14 -2.550 -2.526 -5.953
H15 -2.530 0.483 -6.317
H16 -0.746 -0.032 -6.633
H17 -3.133 -0.258 -8.502
H18 -2.590 -2.113 -8.121
H19 -0.631 0.427 -8.976
H20 -1.235 -1.014 -10.150
H21 3.544 -2.137 -9.638
H22 2.377 -3.565 -10.029
H23 2.676 -3.025 -8.177
H24 0.603 -1.099 -3.600
H25 -2.331 -0.795 -0.613
H26 -1.872 -2.335 -1.667
H27 0.718 -1.713 -1.469
H28 0.236 0.034 -0.700
H29 -0.664 -1.048 1.123
H30 0.876 -1.694 0.840
C17 -0.648 4.955 2.802
C18 -1.431 6.027 2.063
O5 -2.775 6.117 2.550
C19 -2.925 6.711 3.760
O6 -2.030 7.175 4.452
O7 -4.242 6.683 4.082
C20 -4.525 7.181 5.388
H31 -1.168 3.994 2.748
H32 0.352 4.843 2.374
H33 -0.538 5.197 3.864
H34 -1.496 5.758 1.003
H35 -0.936 7.003 2.118
H36 -4.127 8.192 5.523
H37 -4.117 6.500 6.141
H38 -5.611 7.220 5.510
C21 4.805 -4.429 4.175
C22 4.781 -5.329 2.951
O8 3.537 -6.033 2.849
C23 2.475 -5.295 2.443
O9 2.488 -4.107 2.154
O10 1.382 -6.100 2.432
C24 0.168 -5.418 2.127
H39 4.585 -5.006 5.080
H40 5.784 -3.954 4.286
H41 4.049 -3.641 4.111
H42 5.566 -6.086 3.046
H43 4.983 -4.769 2.031
H44 0.244 -4.876 1.179
H45 -0.090 -4.736 2.943
H46 -0.627 -6.163 2.035
C25 3.625 -1.096 10.466
C26 4.364 -2.262 9.831
O11 3.523 -2.972 8.913
C27 3.290 -2.354 7.729
O12 3.734 -1.269 7.381
O13 2.458 -3.139 7.000
C28 2.043 -2.552 5.769
H47 2.700 -1.440 10.940
H48 4.249 -0.607 11.219
H49 3.339 -0.347 9.721
H50 4.651 -2.974 10.612
H51 5.286 -1.937 9.335
H52 2.903 -2.252 5.162
H53 1.392 -1.695 5.968
H54 1.471 -3.298 5.211

## Properties
* highest occupied orbital energy: -9.1 eV
* charge: 0
* structure (SMILES): COCCC[C@H]1NC(=O)[C@@H](CCCCOC(C)=O)[C@]1(S)CCN.CCOC(=O)OC.CCOC(=O)OC.CCOC(=O)OC

---

(5)
This record from the Open Molecules 2025 dataset describes a structure of composition C28H54P2PmSi. The level of theory is ωB97M-V/def2-TZVPD.

Positions of all 86 atoms, in Å:
Pm1 0.611 -0.519 1.347
C1 2.029 0.672 3.152
C2 0.710 1.215 3.284
C3 0.661 -0.989 3.979
C4 1.993 -0.689 3.577
C5 -0.140 0.176 3.783
C6 3.246 1.374 2.662
H1 3.016 2.375 2.285
H2 3.775 0.831 1.861
H3 3.964 1.479 3.490
C7 3.135 -1.636 3.627
H4 4.067 -1.147 3.314
H5 2.995 -2.520 2.986
H6 3.261 -2.019 4.651
C8 0.214 -2.282 4.552
H7 0.843 -2.543 5.413
H8 0.279 -3.120 3.845
H9 -0.825 -2.219 4.892
C9 -1.575 0.292 4.153
H10 -1.667 0.380 5.244
H11 -2.154 -0.591 3.855
H12 -2.039 1.174 3.705
C10 0.300 2.620 3.007
H13 0.384 3.215 3.929
H14 -0.744 2.686 2.672
H15 0.934 3.090 2.245
C11 0.016 1.910 -4.447
C12 0.549 3.074 -4.035
C13 -0.139 4.403 -4.146
C14 -1.683 4.386 -3.954
C15 -2.211 3.391 -2.968
C16 -2.766 2.216 -3.327
C17 -2.535 1.518 -4.636
C18 -1.175 1.791 -5.337
H16 0.065 4.846 -5.138
H17 -2.162 4.248 -4.933
H18 0.289 5.112 -3.417
H19 -1.265 2.664 -5.998
H20 0.539 0.962 -4.295
H21 1.602 3.128 -3.727
H22 -0.976 0.930 -5.999
H23 -2.632 0.427 -4.487
H24 -3.495 1.728 -2.672
H25 -3.334 1.786 -5.351
H26 -1.983 5.391 -3.612
H27 -2.247 3.740 -1.926
P1 0.741 0.765 -1.073
P2 -2.184 -0.353 0.488
C19 -0.878 0.454 -1.917
C20 -1.967 -0.461 -1.345
H28 -0.631 0.130 -2.932
H29 -1.272 1.470 -2.011
H30 -2.932 -0.205 -1.807
H31 -1.745 -1.506 -1.603
C21 -3.341 -1.719 0.860
H32 -3.644 -1.638 1.913
H33 -2.837 -2.681 0.708
H34 -4.225 -1.650 0.213
C22 -3.254 1.113 0.731
H35 -4.142 1.057 0.085
H36 -2.702 2.039 0.516
H37 -3.580 1.137 1.782
C23 1.998 0.223 -2.272
H38 2.997 0.439 -1.863
H39 1.895 0.743 -3.228
H40 1.904 -0.866 -2.423
C24 0.866 2.574 -0.882
H41 0.183 2.945 -0.099
H42 0.626 3.088 -1.822
H43 1.897 2.825 -0.597
C25 1.643 -4.992 2.403
Si1 1.457 -4.109 0.739
C26 3.125 -3.335 0.284
C27 1.056 -5.443 -0.535
C28 0.062 -2.866 0.808
H44 2.292 -5.875 2.302
H45 0.660 -5.351 2.741
H46 2.068 -4.370 3.201
H47 3.858 -4.138 0.099
H48 3.049 -2.746 -0.643
H49 3.559 -2.687 1.060
H50 0.064 -5.860 -0.316
H51 1.035 -5.020 -1.548
H52 1.779 -6.272 -0.528
H53 -0.729 -3.076 1.568
H54 -0.478 -2.738 -0.159

## Properties
* highest occupied orbital energy (spin up / spin down): -10.1 / -10.1 eV
* spin multiplicity: 5
* charge: +1

---

| no. | strongest force on any atom (eV/A) |
| --- | --- |
| 1 | 2.86 |
| 2 | 8.29 |
| 3 | 8.53 |
| 4 | 8.52 |
| 5 | 1.89 |